Record 1
C33H35N5PRu | wB97M-V/def2-TZVPD

The net charge is +2. The multiplicity is 6. The expectation value of S² is 8.805. Its HOMO-LUMO gap (alpha / beta) is 8.47 / 6.08 eV.

CARTESIAN COORDINATES (ANGSTROEM)
Ru1 0.801 -0.146 -0.516
C1 1.526 3.071 -1.505
N1 0.356 2.390 -0.916
C2 -0.812 2.654 -1.757
C3 0.216 2.690 0.470
C4 -0.748 3.545 0.963
C5 -0.766 3.877 2.314
C6 0.208 3.376 3.183
C7 1.167 2.506 2.727
C8 1.157 2.081 1.379
N2 1.930 1.138 0.820
C9 2.793 0.178 1.272
C10 2.977 -0.251 2.601
C11 3.843 -1.283 2.892
C12 4.573 -1.905 1.882
C13 4.389 -1.521 0.560
C14 3.499 -0.514 0.234
N3 3.248 -0.101 -1.126
C15 4.112 1.030 -1.502
C16 3.387 -1.158 -2.141
H1 1.324 4.141 -1.618
H2 1.731 2.651 -2.488
H3 2.393 2.956 -0.868
H4 -0.947 3.724 -1.945
H5 -1.719 2.264 -1.306
H6 -0.656 2.163 -2.717
H7 -1.463 4.002 0.291
H8 -1.512 4.569 2.681
H9 0.212 3.683 4.220
H10 1.929 2.141 3.400
H11 2.412 0.206 3.400
H12 3.959 -1.613 3.916
H13 5.290 -2.678 2.120
H14 4.947 -2.020 -0.222
H15 5.148 0.691 -1.611
H16 4.089 1.803 -0.739
H17 3.789 1.447 -2.453
H18 4.432 -1.430 -2.315
H19 2.988 -0.779 -3.082
H20 2.837 -2.048 -1.856
N4 -1.773 -2.123 -1.344
P1 -1.724 -0.535 -0.729
C17 -2.188 -0.717 1.041
C18 -1.226 -0.568 2.041
C19 -1.557 -0.731 3.377
C20 -2.862 -1.041 3.728
C21 -3.827 -1.200 2.744
C22 -3.493 -1.046 1.408
C23 -3.222 0.162 -1.477
C24 -3.880 1.205 -0.820
C25 -4.997 1.789 -1.391
C26 -5.460 1.348 -2.624
C27 -4.797 0.328 -3.290
C28 -3.672 -0.257 -2.727
C29 -0.703 -2.969 -1.195
C30 -0.742 -4.284 -1.671
C31 0.327 -5.113 -1.428
C32 1.409 -4.633 -0.687
C33 1.383 -3.325 -0.275
N5 0.369 -2.481 -0.552
H21 -2.629 -2.515 -1.703
H22 -0.198 -0.338 1.781
H23 -0.801 -0.625 4.144
H24 -3.127 -1.169 4.770
H25 -4.844 -1.443 3.021
H26 -4.255 -1.189 0.653
H27 -3.532 1.538 0.152
H28 -5.512 2.585 -0.870
H29 -6.334 1.805 -3.067
H30 -5.152 -0.008 -4.255
H31 -3.149 -1.028 -3.279
H32 -1.616 -4.632 -2.206
H33 0.320 -6.130 -1.798
H34 2.243 -5.271 -0.437
H35 2.188 -2.918 0.323

Record 2
C33H36BF3O4 | wB97M-V/def2-TZVPD

As for the SMILES: COc1ccc([C@H](B2OC(C)(C)C(C)(C)O2)c2ccc(C)cc2)cc1.Cc1ccc(-c2ccc(C(F)(F)F)cc2)o1. Its HOMO-LUMO gap is 7.87 eV. For the energy relative to the best compared isomer or geometry (same formula, charge and spin), the calculation gives 2.2 kJ/mol.

CARTESIAN COORDINATES (ANGSTROEM)
C1 -0.763 -5.797 5.613
O1 -0.558 -4.445 6.085
C2 -0.653 -3.438 5.177
C3 -0.723 -2.121 5.682
C4 -1.157 -1.093 4.867
C5 -1.451 -1.334 3.518
C6 -2.025 -0.297 2.588
B1 -3.529 -1.156 2.275
O2 -4.289 -1.379 3.395
C7 -5.658 -1.407 2.929
C8 -6.141 -2.850 3.011
C9 -6.472 -0.591 3.916
C10 -5.556 -0.858 1.437
C11 -6.406 -1.566 0.409
C12 -5.775 0.654 1.330
O3 -4.171 -1.126 1.077
C13 -1.286 -0.126 1.296
C14 0.028 -0.590 1.121
C15 0.674 -0.465 -0.100
C16 0.016 0.085 -1.199
C17 0.708 0.117 -2.529
C18 -1.275 0.599 -1.023
C19 -1.903 0.518 0.215
C20 -1.275 -2.632 3.004
C21 -0.810 -3.668 3.790
H1 -0.718 -6.396 6.522
H2 -1.741 -5.915 5.124
H3 0.033 -6.090 4.915
H4 -0.505 -1.961 6.737
H5 -1.297 -0.089 5.272
H6 -2.299 0.645 3.072
H7 -7.195 -2.916 2.717
H8 -5.545 -3.517 2.377
H9 -6.060 -3.195 4.050
H10 -7.543 -0.677 3.694
H11 -6.302 -0.982 4.927
H12 -6.197 0.467 3.907
H13 -7.467 -1.355 0.579
H14 -6.139 -1.212 -0.592
H15 -6.246 -2.648 0.442
H16 -6.837 0.910 1.431
H17 -5.209 1.211 2.092
H18 -5.437 1.004 0.345
H19 0.546 -1.057 1.961
H20 1.708 -0.813 -0.195
H21 -0.006 0.298 -3.338
H22 1.468 0.908 -2.562
H23 1.220 -0.834 -2.725
H24 -1.795 1.055 -1.869
H25 -2.896 0.944 0.356
H26 -1.491 -2.824 1.952
H27 -0.651 -4.661 3.361
C22 -2.967 3.919 1.737
C23 -2.031 3.352 2.675
C24 -2.085 3.119 4.029
C25 -0.853 2.492 4.379
C26 -0.108 2.372 3.217
C27 1.195 1.857 2.952
C28 1.826 0.980 3.864
C29 3.044 0.393 3.546
C30 3.656 0.724 2.343
C31 4.995 0.145 1.985
F1 4.892 -0.703 0.909
F2 5.890 1.123 1.629
F3 5.563 -0.563 3.000
C32 3.066 1.595 1.434
C33 1.853 2.173 1.739
O4 -0.841 2.888 2.171
H28 -3.764 4.422 2.295
H29 -2.489 4.654 1.076
H30 -3.428 3.138 1.112
H31 -2.902 3.375 4.698
H32 -0.515 2.206 5.371
H33 1.340 0.770 4.818
H34 3.513 -0.309 4.228
H35 3.556 1.822 0.490
H36 1.391 2.861 1.032

Record 3
C33H36BrClLaN8O6PS3 | wB97M-V/def2-TZVPD

Its HOMO-LUMO gap is 6.78 eV. For the energy relative to the best compared isomer or geometry (same formula, charge and spin), the calculation gives 73.7 kJ/mol.

CARTESIAN COORDINATES (ANGSTROEM)
La1 0.398 0.716 -0.313
C1 4.775 -1.827 3.391
S1 3.128 -2.526 3.064
C2 2.431 -1.089 2.232
S2 3.134 -0.551 0.799
N1 1.473 -0.544 2.898
N2 0.825 0.510 2.373
C3 0.219 1.223 3.258
C4 -0.458 2.448 2.939
C5 -1.033 3.179 3.987
C6 -1.592 4.411 3.732
C7 -1.543 4.893 2.432
C8 -0.969 4.094 1.453
N3 -0.453 2.897 1.675
H1 5.342 -2.569 3.942
H2 4.654 -0.930 3.990
H3 5.256 -1.598 2.446
H4 0.281 0.940 4.310
H5 -1.014 2.768 4.983
H6 -2.034 4.989 4.529
H7 -1.941 5.865 2.188
H8 -0.908 4.459 0.437
C9 -4.925 -5.818 -1.081
C10 -4.097 -4.703 -0.511
C11 -4.118 -4.443 0.857
C12 -3.381 -3.399 1.387
C13 -2.622 -2.598 0.553
C14 -2.565 -2.850 -0.807
C15 -3.298 -3.906 -1.328
S3 -1.676 -1.234 1.251
O1 -2.010 -1.109 2.642
O2 -0.273 -1.664 1.010
N4 -1.815 0.080 0.393
C16 -3.002 0.736 0.261
C17 -4.205 0.284 0.777
C18 -5.401 0.959 0.538
C19 -5.435 2.076 -0.252
C20 -4.236 2.593 -0.777
C21 -4.197 3.745 -1.588
C22 -2.992 4.213 -2.037
C23 -1.824 3.523 -1.680
N5 -1.821 2.432 -0.950
C24 -2.998 1.950 -0.502
H9 -5.855 -5.928 -0.526
H10 -4.390 -6.767 -1.021
H11 -5.162 -5.631 -2.126
H12 -4.732 -5.051 1.506
H13 -3.376 -3.188 2.445
H14 -1.962 -2.226 -1.453
H15 -3.263 -4.104 -2.390
H16 -4.213 -0.614 1.375
H17 -6.314 0.570 0.964
H18 -6.365 2.581 -0.473
H19 -5.128 4.228 -1.851
H20 -2.927 5.100 -2.648
H21 -0.856 3.882 -2.015
Cl1 -1.526 -0.032 -2.831
C25 0.020 0.913 -2.786
H22 -0.255 1.883 -3.225
H23 0.646 0.415 -3.541
Br1 8.231 1.592 -1.572
C26 6.638 2.615 -1.386
C27 6.656 3.993 -1.558
N6 5.568 4.729 -1.431
C28 4.420 4.132 -1.167
C29 4.296 2.753 -1.030
C30 5.442 1.974 -1.116
C31 2.949 2.101 -0.905
O3 2.100 2.570 -0.139
O4 2.743 1.105 -1.660
H24 7.565 4.519 -1.814
H25 3.551 4.767 -1.076
H26 5.385 0.907 -0.960
N7 0.476 -3.969 0.185
C32 1.910 -3.787 -0.093
P1 1.810 -2.808 -1.700
O5 1.376 -3.770 -2.737
O6 0.985 -1.580 -1.489
C33 3.587 -2.242 -2.013
N8 3.435 -1.078 -2.907
H27 0.023 -4.174 -0.716
H28 0.101 -2.989 0.530
H29 0.263 -4.680 0.887
H30 2.389 -4.749 -0.270
H31 2.393 -3.278 0.736
H32 4.147 -3.034 -2.504
H33 4.088 -1.948 -1.093
H34 3.258 -0.171 -2.335
H35 2.561 -1.207 -3.439
H36 4.229 -0.947 -3.536